The following is a DFT calculation (ωB97M-V/def2-TZVPD) of a cluster of 12 separate species, C45H108N12O9 in total.

XYZ file:
```
174
Properties=species:S:1:pos:R:3
C 1.09563 3.43959 -8.97291
C 0.26582 4.22392 -7.89326
N -0.86163 4.94568 -8.45181
C -2.07804 4.69879 -7.72801
C -2.14239 5.48901 -6.34402
C -0.53068 6.28286 -9.02983
C -1.75954 6.91448 -9.74628
H 1.99745 2.98577 -8.56197
H 1.38288 4.12867 -9.76711
H 0.48372 2.66240 -9.43078
H -0.11791 3.66845 -7.03752
H 1.02272 4.92138 -7.53443
H -2.88223 5.11955 -8.33161
H -2.39281 3.65768 -7.65658
H -1.98073 6.56515 -6.40636
H -3.19974 5.42959 -6.08598
H -1.50214 5.01896 -5.59754
H 0.25518 6.30529 -9.78482
H -0.22092 7.11790 -8.40146
H -2.42560 7.28893 -8.96895
H -2.31730 6.27474 -10.43020
H -1.53388 7.87728 -10.20475
C 1.23654 -3.40209 -1.12754
C 0.24848 -2.35968 -1.50045
N -0.12480 -1.43484 -0.36667
C -0.87837 -0.33547 -0.92740
C -2.39575 -0.74316 -1.20486
C -0.48042 -2.03277 0.87130
C -1.06245 -1.05973 1.94790
H 2.19327 -3.02233 -0.76902
H 1.39669 -4.07738 -1.96804
H 0.82797 -4.07270 -0.37160
H 0.75373 -1.79395 -2.28324
H -0.65334 -2.82696 -1.89600
H -0.78522 0.54989 -0.29848
H -0.60411 0.13113 -1.87353
H -3.02522 -0.75933 -0.31513
H -2.84278 -0.01418 -1.88076
H -2.49634 -1.75629 -1.59416
H 0.34013 -2.57736 1.33844
H -1.24789 -2.77828 0.66321
H -0.64393 -0.06492 2.10049
H -0.96827 -1.50062 2.94029
H -2.12359 -1.00553 1.70470
C 4.20660 8.86207 7.10927
C 4.54340 8.13583 5.81469
N 5.62209 7.16820 5.89657
C 5.26591 6.12126 6.91287
C 4.08266 5.26536 6.51604
C 6.87235 7.84574 6.22770
C 8.13995 7.09786 5.88731
H 4.98107 9.62009 7.22630
H 4.06982 8.32516 8.04795
H 3.34923 9.51397 6.94177
H 3.68629 7.50083 5.59058
H 4.48628 8.82221 4.96987
H 6.01607 5.34223 7.04875
H 5.06336 6.53391 7.90119
H 4.19545 5.08705 5.44666
H 3.86862 4.35730 7.07969
H 3.16571 5.83413 6.67038
H 6.77933 8.05069 7.29422
H 6.83617 8.76241 5.63906
H 8.19762 6.84342 4.82899
H 8.13720 6.19503 6.49803
H 9.00357 7.68047 6.20795
C 4.92059 -7.99872 9.05494
N 3.87996 -7.08357 9.61580
C 3.60498 -7.29128 11.03185
C 3.18220 -6.24905 8.77296
O 3.20738 -6.12772 7.56948
H 5.82447 -7.78978 9.62717
H 5.09044 -7.98195 7.97839
H 4.62216 -9.03970 9.17904
H 3.29203 -6.34608 11.47543
H 2.67394 -7.85167 11.11689
H 4.44117 -7.73706 11.57052
H 2.47364 -5.62997 9.34471
C -3.14669 -6.30665 5.89672
N -3.38891 -7.06342 4.68553
C -2.16143 -7.70777 4.13645
C -4.49054 -7.09255 3.98913
O -4.71690 -7.66900 2.99897
H -2.20826 -5.77279 5.74690
H -3.09890 -7.05989 6.68314
H -3.90526 -5.53011 5.99499
H -1.76355 -6.93368 3.48026
H -1.49840 -7.92148 4.97479
H -2.50176 -8.57467 3.57013
H -5.21741 -6.34170 4.33565
C -5.58541 -1.47037 -10.60888
N -5.02304 -2.61609 -9.88588
C -5.72723 -3.92235 -10.07539
C -3.79112 -2.55514 -9.35050
O -3.27065 -3.46140 -8.72133
H -5.00956 -0.54998 -10.51201
H -6.51600 -1.18285 -10.11956
H -5.81037 -1.74599 -11.63919
H -5.84270 -4.29365 -11.09367
H -5.25258 -4.72890 -9.51656
H -6.76879 -3.91575 -9.75411
H -3.42589 -1.52423 -9.47721
C -5.00301 2.67828 9.85275
N -5.88850 2.78316 8.67833
C -5.43377 3.48187 7.54680
C -7.15500 2.30842 8.70065
O -7.70709 1.85390 9.64376
H -4.09319 2.18476 9.51106
H -5.58407 2.13013 10.59437
H -4.72428 3.65727 10.24260
H -6.19180 3.76589 6.81685
H -5.10084 4.38765 8.05357
H -4.54256 3.04012 7.10105
H -7.63106 2.51057 7.72869
C -2.02942 8.43973 1.02999
N -3.08717 8.71083 1.98908
C -2.86751 9.66313 3.07134
C -4.33436 8.27318 1.75159
O -4.74689 7.60199 0.86456
H -2.37567 8.22841 0.01828
H -1.32549 7.69656 1.40452
H -1.65232 9.45742 0.92885
H -1.92757 9.33500 3.51509
H -2.75100 10.68840 2.72014
H -3.59114 9.62381 3.88555
H -5.02107 8.63214 2.53376
C 3.13227 -5.64094 -9.46857
N 3.65777 -4.56477 -10.29489
C 4.67791 -3.64366 -9.84547
C 3.16445 -4.38195 -11.54769
O 3.55722 -3.47098 -12.21571
H 3.32652 -5.42277 -8.41844
H 3.66060 -6.48012 -9.92107
H 2.08509 -5.91948 -9.35062
H 5.03377 -2.84101 -10.49140
H 4.19923 -3.00554 -9.10268
H 5.53590 -4.18692 -9.44946
H 2.42754 -5.04106 -12.03219
C -11.91263 1.85604 -4.33040
N -11.47707 1.15942 -3.11032
C -10.02493 1.41789 -2.74654
C -12.41622 0.79163 -2.26396
O -12.32271 0.71609 -1.06929
H -12.96494 1.67809 -4.55195
H -11.41203 1.44010 -5.20476
H -11.72901 2.93044 -4.32370
H -9.45370 1.59581 -3.65766
H -9.77837 2.29314 -2.14551
H -9.64985 0.58297 -2.15463
H -13.35130 0.78035 -2.84507
C 7.04252 0.06543 1.52954
N 8.24141 -0.37985 2.22799
C 8.81655 -1.62287 1.68137
C 8.72916 0.38195 3.25724
O 9.72608 0.23425 3.93895
H 7.21655 0.09487 0.45393
H 6.77751 1.09321 1.77763
H 6.20554 -0.60559 1.72269
H 9.34237 -1.30128 0.78237
H 9.55085 -2.15897 2.28261
H 7.99844 -2.33374 1.56539
H 8.11231 1.28988 3.34317
C 4.42331 -11.02545 1.28526
N 5.34909 -10.89198 0.12330
C 6.81706 -10.82619 0.26276
C 4.74483 -11.23922 -1.06509
O 5.40185 -11.59063 -2.05900
H 3.42486 -10.65459 1.05361
H 4.78446 -10.48456 2.15997
H 4.32486 -12.10152 1.42827
H 7.01789 -11.61208 0.99088
H 7.28492 -10.95475 -0.71329
H 6.93750 -9.82938 0.68698
H 3.64678 -11.30015 -1.01244
```

Results
* SMILES: CCN(CC)CC.CCN(CC)CC.CCN(CC)CC.CN(C)C=O.CN(C)C=O.CN(C)C=O.CN(C)C=O.CN(C)C=O.CN(C)C=O.CN(C)C=O.CN(C)C=O.CN(C)C=O
* relative energy (zero: lowest compared OMol25 entry of this formula, charge and spin): 301.53 kcal per mole
* orbital gap: 0.303 hartree
* total energy: -3113.30631 hartree

Atomic partial charges in e from the Mulliken method, atoms 1 to 8:
1. C -1.2001
2. C -0.6038
3. N 0.2215
4. C -0.9180
5. C -0.9168
6. C -0.2865
7. C -1.3834
8. H 0.3753

***

The following is a DFT calculation (ωB97M-V/def2-TZVPD) of a cluster of 2 separate species, C19H12N2O4S2 in total.

XYZ file:
```
39
Properties=species:S:1:pos:R:3
C 1.52740 -2.30251 5.64599
C 1.48523 -2.61460 4.26078
C 1.23854 -2.73686 2.63917
C 1.46986 -4.13545 1.81208
C 1.16748 -4.12315 0.17256
C 0.67242 -2.79794 -0.66952
C 0.42706 -1.37700 0.17441
C 0.74206 -1.42519 1.78860
S 0.47280 0.22209 2.71976
C -1.05525 0.93695 1.82200
C -2.23713 1.77887 2.62528
C -3.50675 2.33131 1.72428
C -3.62565 2.03231 0.11422
C -2.43316 1.18053 -0.62651
C -1.09925 0.62560 0.18887
N -0.03003 -0.11348 -0.58400
C 1.20935 0.78187 -0.81765
C 0.88809 2.24017 -1.39295
C 2.10834 3.28127 -1.67794
C 3.53841 2.57446 -1.34748
C 3.57066 1.06278 -0.81420
N 2.48688 0.09309 -0.49255
H 1.48582 -2.24697 6.82397
H 1.83777 -5.12032 2.33618
H 1.32667 -5.15699 -0.40024
H 0.51115 -2.87938 -1.84400
H -2.18966 1.97881 3.79619
H -4.34741 2.95372 2.25156
H -4.51466 2.40794 -0.58556
H -2.46273 0.93617 -1.78079
H -0.22163 2.56757 -1.61082
H 1.92386 4.36896 -2.06793
H 4.54076 3.17063 -1.51392
H 4.66601 0.61649 -0.63497
O -0.85716 -0.23803 -4.18585
S -2.31469 -0.22232 -4.40703
O -2.59324 -0.29748 -5.85267
O -2.88115 1.02469 -3.86163
O -2.92706 -1.37864 -3.72768
```

Results
* orbital gap: 0.127 hartree
* net charge: -2
* total energy: -1937.15212 hartree

Atomic partial charges in e from the Mulliken method, atoms 1 to 8:
1. C -0.5147
2. C -0.3144
3. C 0.5362
4. C -0.5481
5. C -0.4138
6. C -0.3220
7. C -0.2854
8. C 0.4461

***

The following is a DFT calculation (ωB97M-V/def2-TZVPD) of a cluster of 7 separate species, C23H26Cl6N4 in total.

XYZ file:
```
59
Properties=species:S:1:pos:R:3
C -4.07964 2.00323 -4.19471
C -4.18162 2.83016 -3.07822
C -2.97133 3.14418 -2.45699
N -1.71033 2.78233 -2.85420
C -1.67787 1.99729 -3.96823
C -2.85083 1.50917 -4.62525
H -4.87755 1.50411 -4.72445
H -5.13481 3.16071 -2.69278
H -2.96482 3.87818 -1.66478
H -0.69943 1.57912 -4.15312
H -2.87218 0.81176 -5.44960
C 3.69171 3.28747 -4.19292
C 3.53412 2.34223 -5.20362
C 2.56869 1.30498 -5.08009
N 1.80293 1.23924 -3.95808
C 2.14488 2.03962 -2.89493
C 2.98670 3.12658 -3.04001
H 4.36967 4.11548 -4.33840
H 4.05008 2.45112 -6.14613
H 2.35608 0.61031 -5.87924
H 1.48768 1.99005 -2.03935
H 3.10899 3.81740 -2.21890
C -1.61288 -3.94770 -0.30751
C -0.36921 -3.29872 -0.42862
C 0.66475 -3.73380 0.44615
N 0.53548 -4.84045 1.29964
C -0.62955 -5.44928 1.30217
C -1.70512 -5.03507 0.53649
H -2.45047 -3.58656 -0.88582
H -0.28808 -2.45406 -1.09673
H 1.61090 -3.22195 0.35011
H -0.76783 -6.29852 1.95491
H -2.64874 -5.55860 0.58015
C -2.04333 -1.23259 4.47799
C -1.24992 -2.35006 4.38452
C -0.51663 -2.78168 5.45790
N -0.75449 -2.28418 6.71886
C -1.47881 -1.14020 6.83108
C -2.13210 -0.60629 5.75530
H -2.61143 -0.94106 3.60697
H -1.11554 -2.78616 3.40567
H 0.07891 -3.67813 5.36777
H -1.70530 -0.73231 7.80510
H -2.81454 0.21204 5.93146
Cl -1.66387 -0.60770 0.78776
C -0.63111 0.61906 -0.05026
Cl 0.89443 -0.23037 -0.37305
H -1.12823 1.00423 -0.94054
H -0.47598 1.49256 0.58301
Cl 4.08007 -0.27147 3.60530
C 2.52874 -0.67476 2.79112
Cl 1.28306 0.42311 3.45195
H 2.61927 -0.49129 1.72049
H 2.27153 -1.71936 2.96650
Cl 1.84071 3.07377 0.46687
C 3.26916 2.98759 1.49152
Cl 4.54495 2.02444 0.79895
H 3.61881 4.00935 1.63937
H 2.87132 2.58144 2.42151
```

Results
* SMILES: c1ccncc1.c1ccncc1.c1ccncc1.c1ccncc1.ClCCl.ClCCl.ClCCl
* relative energy (zero: lowest compared OMol25 entry of this formula, charge and spin): 18.25 kcal per mole
* orbital gap: 0.365 hartree
* total energy: -3872.11861 hartree

Atomic partial charges in e from the Mulliken method, atoms 1 to 8:
1. C -0.1730
2. C -0.5912
3. C -0.1212
4. N -0.3884
5. C -0.0372
6. C -0.5648
7. H 0.3457
8. H 0.3804